Computed, not measured: a 2-piece molecular cluster, H5NS overall, with ωB97M-V/def2-TZVPD.

```
7
Properties=species:S:1:pos:R:3:forces:R:3
S -1.91410 1.21173 0.49119 0.75 -0.48 -0.14
H -1.36143 0.66034 1.59508 -0.13 0.07 -0.02
N 1.14504 -0.40480 -0.45950 0.10 -0.12 1.09
H 1.02731 -1.23295 -1.02705 -0.21 0.32 -0.56
H 1.50173 0.44113 -0.88037 -0.07 -0.15 -0.44
H 1.71290 -0.67318 0.34527 -0.31 0.32 0.02
H -2.11144 -0.00228 -0.06462 -0.12 0.05 0.04
```
Positions in Å, forces in eV/Å.

Summary:
HOMO energy (alpha / beta) (eV): -16.8 / -14.8
ΔE to the lowest compared entry with this formula, charge and spin (eV): 1.408
Orbital gap (alpha / beta) (eV): 13.12 / 5.14
Net charge: +1
Energy (eV): -12396.8202
Maximum force (eV/A): 1.106
E_LUMO (alpha / beta) (eV): -3.67 / -9.69
Multiplicity: 2

Löwdin atomic charges, in units of e: S 0.862; H -0.124; N 0.187; H 0.070; H 0.062; H 0.075; H -0.131


Computed, not measured: a 2-piece molecular cluster, H5NSSi overall, with ωB97M-V/def2-TZVPD.

```
8
Properties=species:S:1:pos:R:3:forces:R:3
N -0.75209 0.83876 -0.00447 -1.27 -2.38 1.20
Si 0.85014 -1.02457 0.08176 -2.22 2.54 0.79
S -0.32015 2.56826 0.12506 0.07 -0.83 0.16
H -0.86918 0.56385 -0.94488 -0.37 0.37 -1.48
H -1.73459 0.55887 0.42174 2.80 0.82 -0.61
H 0.78095 -0.86494 1.52884 0.68 -0.29 0.15
H 1.81057 -0.39689 -0.79723 0.44 0.05 -0.02
H 0.23434 -2.24333 -0.41082 -0.13 -0.27 -0.19
```
Positions in Å, forces in eV/Å.

Summary:
HOMO energy (eV): -7.0
ΔE to the lowest compared entry with this formula, charge and spin (eV): 2.197
Orbital gap (eV): 5.83
Energy (eV): -20280.5754
Maximum force (eV/A): 3.465
E_LUMO (eV): -1.21
Multiplicity: 1

Löwdin atomic charges, in units of e: N -0.653; Si 0.820; S 0.130; H -0.055; H 0.087; H -0.105; H -0.099; H -0.125


Computed, not measured: a 3-piece molecular cluster, H5O3 overall, with ωB97M-V/def2-TZVPD.

```
8
Properties=species:S:1:pos:R:3:forces:R:3
O -1.26295 0.21430 0.55514 0.27 -0.63 0.86
H -1.25738 -0.15074 1.46191 -0.65 0.43 -0.62
O -0.00559 0.41294 -1.73282 0.03 -0.09 -0.42
H 0.47674 -0.23240 -1.18846 -0.50 0.42 -0.27
H -0.79827 0.59393 -1.18021 0.60 -0.33 0.16
O 1.07676 -0.36374 1.08027 -0.40 -0.23 -0.39
H 0.05675 -0.13091 0.63623 0.37 0.34 0.75
H 1.71394 -0.34339 0.36793 0.29 0.09 -0.07
```
Positions in Å, forces in eV/Å.

Summary:
HOMO energy (eV): -4.0
ΔE to the lowest compared entry with this formula, charge and spin (eV): 0.601
Orbital gap (eV): 9.02
Net charge: -1
Energy (eV): -6224.0290
Maximum force (eV/A): 1.100
E_LUMO (eV): 4.97
Multiplicity: 1

Löwdin atomic charges, in units of e: O -0.436; H -0.059; O -0.135; H -0.005; H -0.003; O -0.267; H -0.043; H -0.052


Computed, not measured: H64O40SV2 as an isolated structure, with ωB97M-V/def2-TZVPD.

```
107
Properties=species:S:1:pos:R:3:forces:R:3
O 1.42968 1.84187 3.87336 -0.02 0.47 -0.16
V 0.76897 2.65546 2.70747 -1.07 2.07 0.15
O 0.34494 4.07509 3.31716 0.54 -1.49 -0.43
O 0.14682 -3.35052 2.21776 -3.57 0.97 -4.15
V -1.04594 -3.01566 1.04911 4.31 -1.68 1.00
O -0.55581 -3.57285 -0.36648 -0.27 0.62 2.45
S 0.15016 0.18972 0.22598 0.67 0.34 -0.86
O -0.57252 -0.99086 0.59422 -2.00 -3.26 1.49
O -0.78509 1.06466 -0.43902 -0.54 -0.13 -0.07
O 0.65340 0.84790 1.42066 0.56 1.25 1.13
O 1.29137 -0.20249 -0.60621 -0.95 1.12 0.52
O 2.91942 -1.92735 0.79617 0.36 -0.05 -0.23
H 2.47262 -1.87391 1.64100 -0.22 -0.09 0.83
H 2.40959 -1.35916 0.21870 0.03 -0.06 -0.08
O -2.69745 -4.18688 -2.37490 -1.16 0.88 0.20
H -1.97571 -4.80667 -2.26918 1.27 -0.42 0.25
H -3.47434 -4.73751 -2.47219 -0.30 -0.02 -0.19
O -0.14312 -0.57956 -3.94229 0.15 0.38 -0.39
H -0.86519 -0.83471 -3.36807 -0.64 0.08 -0.12
H 0.64478 -0.85680 -3.47476 0.35 -0.35 0.15
O -1.05208 2.30922 -2.62458 -0.54 0.65 -0.24
H -0.16614 2.07667 -2.90254 0.30 -0.07 -0.34
H -1.12695 1.95343 -1.73911 0.06 0.07 -0.43
O 1.81302 1.98143 -2.82591 0.07 -0.21 -0.54
H 2.33255 2.60078 -2.31334 -0.03 0.33 0.16
H 1.64645 1.25408 -2.22637 -0.02 -0.41 0.17
O 3.39975 -2.95868 3.82456 -0.17 -0.42 0.04
H 4.21336 -3.24681 3.41072 0.23 -0.15 -0.16
H 3.42784 -2.00346 3.76977 0.03 0.42 0.16
O 4.77925 -3.83835 0.52156 0.78 -0.49 -0.01
H 4.42539 -4.71958 0.40135 0.01 -0.22 -0.03
H 4.00702 -3.27898 0.60511 -0.58 0.61 0.02
O -2.33185 -2.75550 2.99953 -0.58 -0.12 -0.64
H -3.08114 -3.18063 3.41674 -0.17 -0.26 -0.06
H -2.05797 -2.08437 3.62469 0.73 0.18 0.38
O -1.66751 5.87273 1.07448 -0.28 0.42 -0.14
H -1.42637 4.94880 1.00792 0.30 -0.49 -0.09
H -1.55042 6.08521 2.00043 0.08 0.05 0.23
O -2.97693 -1.20202 -3.46518 0.07 -0.12 -0.39
H -3.57086 -0.65274 -2.95355 0.10 0.28 0.17
H -2.78998 -1.94842 -2.89584 0.00 -0.54 0.00
O 4.14317 0.02963 4.22745 -0.52 -0.31 0.67
H 4.57554 0.36941 3.44397 0.37 0.21 -0.83
H 4.19771 0.74506 4.86102 -0.04 0.07 0.28
O -2.97010 -2.42198 -0.04157 0.12 -0.45 1.55
H -3.03516 -2.98727 -0.81128 0.24 -0.97 -0.83
H -3.11017 -1.53786 -0.38061 -0.26 1.19 -0.37
O 2.60729 3.47923 1.74298 -0.66 -0.59 0.33
H 2.73245 3.03207 0.90595 0.39 -0.87 -0.78
H 2.96817 4.35478 1.60365 -0.24 0.43 0.45
O 0.75225 2.00916 -5.70373 0.15 0.36 -0.39
H 0.75437 1.11911 -6.05592 -0.20 -0.25 0.04
H 1.13486 1.92267 -4.83060 0.09 -0.07 0.37
O -2.67207 4.06626 -4.09487 0.29 0.09 -1.09
H -2.08094 3.45590 -3.65414 0.34 -0.36 0.09
H -3.35071 4.25365 -3.44637 0.06 0.31 -0.08
O -4.70520 2.35706 2.39741 0.09 0.30 0.06
H -4.10239 1.61391 2.37343 0.34 -0.41 -0.04
H -5.55202 1.97199 2.62290 -0.31 0.00 0.15
O -2.30402 -5.20592 1.18761 0.03 0.79 0.02
H -3.06437 -5.43262 1.72306 -0.21 0.11 0.21
H -1.90168 -6.04766 0.97354 0.51 -0.11 -0.28
O -0.28181 3.31343 0.56912 -0.07 0.39 2.10
H -0.66799 2.45593 0.39085 -0.47 -0.23 -0.38
H 0.14377 3.56036 -0.25193 0.59 0.59 -0.81
O -3.31080 0.13236 -0.98656 -0.27 -1.01 0.18
H -3.89972 0.87574 -1.11614 -0.40 0.53 0.18
H -2.47101 0.52902 -0.75493 0.64 0.24 -0.20
O 0.06567 -2.49842 5.10312 -0.85 -0.04 0.63
H 0.50795 -1.83774 4.57009 0.55 0.30 -0.52
H 0.51303 -3.31740 4.89018 0.20 -0.13 -0.22
O 4.55834 -0.01010 -2.17243 -0.14 -0.08 0.05
H 4.77033 -0.09192 -3.10227 -0.05 0.16 -0.38
H 5.38240 -0.19363 -1.72136 0.28 -0.27 0.21
O 1.54552 -0.82002 3.24363 -0.25 -1.08 0.23
H 1.03161 -0.29018 2.63421 -0.04 0.14 0.02
H 2.08506 -0.18635 3.71649 0.53 0.31 0.26
O 1.76041 -1.75221 -2.33828 0.56 -1.18 -1.38
H 1.47449 -1.31354 -1.53699 -0.30 -0.05 0.20
H 2.66033 -1.45282 -2.46774 0.48 0.04 0.00
O -2.78297 -0.12161 2.08770 -0.41 0.57 0.58
H -3.59071 -0.61862 1.95810 -0.25 -0.21 -0.03
H -2.21209 -0.40054 1.37180 0.48 -0.11 -0.49
O 1.14811 4.39801 -1.34999 0.49 -0.11 0.05
H 0.65178 4.88433 -2.00831 -0.43 0.01 -0.46
H 1.70576 5.05621 -0.93524 0.08 0.30 0.16
O -4.62900 2.45494 -0.40500 -0.14 -0.12 -0.79
H -4.20973 2.69194 0.42220 0.04 0.22 0.47
H -5.53216 2.24721 -0.16542 -0.26 0.02 0.13
O -4.23434 4.59621 -2.19309 -0.73 0.43 0.56
H -4.59934 5.26117 -1.60928 0.03 0.30 0.05
H -4.49950 3.76309 -1.80342 -0.02 -0.39 0.31
O 5.35713 0.79682 1.91667 0.44 0.21 0.19
H 5.87282 0.05820 1.59305 0.16 -0.32 0.04
H 4.76576 1.01108 1.19513 -0.71 0.11 -0.39
O -1.38480 2.02746 3.01345 0.83 0.55 -0.08
H -1.92852 2.38496 3.71544 0.15 0.49 0.32
H -1.88315 1.28122 2.68026 -0.10 -0.83 -0.32
O 3.23285 1.31606 -0.18332 0.92 1.62 1.02
H 3.71962 0.97756 -0.93478 0.25 -0.11 -0.66
H 2.44950 0.76784 -0.13809 -0.11 -0.37 0.02
O 1.70394 -4.27283 -3.32133 0.02 -1.03 -0.15
H 1.34056 -4.02910 -4.17267 -0.12 0.11 -0.23
H 1.72122 -3.45476 -2.82467 0.08 0.89 0.37
O -0.41474 -5.63760 -2.07939 -0.99 -0.75 0.33
H 0.31879 -5.03261 -2.18964 0.66 0.46 -0.30
H -0.33434 -6.24831 -2.81206 0.21 -0.17 -0.20
```
Positions in Å, forces in eV/Å.

Summary:
HOMO energy (eV): -8.8
ΔE to the lowest compared entry with this formula, charge and spin (eV): 0.000
Orbital gap (eV): 7.25
Energy (eV): -145155.9112
Maximum force (eV/A): 5.561
E_LUMO (eV): -1.50
Multiplicity: 1

Here are the Löwdin charges for atoms 1 to 99, given in e: O -0.260; V 0.945; O -0.298; O -0.292; V 0.977; O -0.250; S 0.399; O -0.312; O -0.299; O -0.336; O -0.313; O -0.025; H 0.013; H -0.004; O -0.040; H -0.014; H 0.059; O -0.039; H -0.002; H -0.022; O -0.032; H 0.002; H -0.025; O -0.027; H 0.037; H 0.011; O -0.046; H 0.030; H -0.021; O -0.073; H 0.027; H -0.042; O -0.057; H 0.083; H 0.062; O -0.056; H -0.022; H 0.024; O -0.032; H 0.019; H -0.007; O -0.040; H -0.014; H 0.054; O -0.063; H 0.023; H 0.007; O -0.011; H 0.035; H 0.100; O -0.051; H 0.023; H -0.026; O -0.088; H -0.034; H -0.067; O -0.024; H 0.000; H 0.058; O -0.019; H 0.069; H 0.080; O -0.077; H -0.014; H 0.008; O -0.038; H 0.034; H 0.009; O -0.064; H -0.019; H 0.028; O -0.014; H 0.074; H 0.069; O -0.068; H -0.018; H 0.008; O -0.042; H -0.038; H 0.056; O -0.031; H 0.074; H -0.006; O -0.008; H 0.089; H 0.069; O -0.029; H 0.040; H 0.072; O -0.033; H 0.066; H 0.013; O -0.027; H 0.061; H 0.009; O -0.024; H 0.096; H 0.014; O -0.047


Computed, not measured: a 3-piece molecular cluster, H6IO2 overall, with ωB97M-V/def2-TZVPD.

```
9
Properties=species:S:1:pos:R:3:forces:R:3
O -1.49301 -2.56893 -0.20167 -0.54 -0.16 -1.23
H -1.13137 -3.21794 -0.80963 -0.12 -1.15 -0.67
H -1.86786 -2.95157 0.59499 -0.24 -0.36 0.91
H -0.81071 -1.90113 -0.10109 0.65 1.24 0.86
O 1.28917 2.69143 -0.37689 0.22 0.13 -1.21
H 0.76723 1.92531 -0.12741 -1.18 -1.26 0.21
H 0.87958 3.49238 -0.04175 0.12 1.13 0.41
H 2.18133 2.47497 -0.09618 1.18 0.71 0.29
I 0.18567 0.05549 1.15964 -0.08 -0.29 0.43
```
Positions in Å, forces in eV/Å.

Summary:
HOMO energy (alpha / beta) (eV): -19.7 / -19.3
Orbital gap (alpha / beta) (eV): 11.91 / 6.99
Net charge: +2
Energy (eV): -12272.1737
Maximum force (eV/A): 1.735
E_LUMO (alpha / beta) (eV): -7.75 / -12.32
Multiplicity: 2

Löwdin atomic charges, in units of e: O 0.322; H 0.192; H 0.193; H -0.033; O 0.295; H -0.092; H 0.193; H 0.179; I 0.752


Computed, not measured: a 4-piece molecular cluster, H6IO3 overall, with ωB97M-V/def2-TZVPD.

```
10
Properties=species:S:1:pos:R:3:forces:R:3
I 0.41879 1.86070 0.20852 0.10 -0.08 0.24
O -0.07972 0.99607 -3.13894 0.04 -0.46 -1.57
H 0.13544 1.34487 -2.28358 0.12 0.39 1.31
H 0.77974 0.88030 -3.56400 -0.23 0.01 0.13
O 0.84837 -0.59397 3.07400 0.43 -0.85 -1.49
H 1.04988 -1.27380 2.35827 -0.48 1.52 1.35
H 0.78775 0.25517 2.58015 0.01 -0.62 0.08
O -1.36406 -1.48676 0.09639 2.61 -1.57 -1.22
H -2.03941 -1.02610 0.51409 -1.52 1.63 1.20
H -0.53679 -0.95646 0.15510 -1.09 0.02 -0.02
```
Positions in Å, forces in eV/Å.

Summary:
HOMO energy (eV): -4.3
ΔE to the lowest compared entry with this formula, charge and spin (eV): 0.326
Orbital gap (eV): 8.00
Net charge: -1
Energy (eV): -14343.6560
Maximum force (eV/A): 3.279
E_LUMO (eV): 3.66
Multiplicity: 1

Löwdin atomic charges, in units of e: I -0.310; O -0.138; H -0.200; H 0.017; O -0.166; H 0.050; H -0.089; O -0.098; H -0.021; H -0.045


Computed, not measured: a 4-piece molecular cluster, H6IO3 overall, with ωB97M-V/def2-TZVPD.

```
10
Properties=species:S:1:pos:R:3:forces:R:3
I 9.85412 -8.04747 -22.91555 0.13 0.04 -0.23
O 8.97532 -9.99215 -20.21586 -1.60 -0.33 1.60
H 9.68157 -10.58191 -20.04766 1.08 -0.89 0.24
H 9.20126 -9.57375 -21.02387 0.44 1.10 -1.64
O 11.48988 -4.96980 -21.51623 0.33 1.05 0.74
H 11.61482 -5.26939 -20.61430 -0.12 0.16 0.31
H 11.55747 -5.78834 -21.97803 -0.32 -1.19 -1.07
O 7.01013 -7.50510 -20.69092 -0.88 -0.13 0.52
H 7.47106 -7.52711 -21.52895 0.60 -0.03 -0.46
H 6.61067 -8.38309 -20.61335 0.33 0.23 0.00
```
Positions in Å, forces in eV/Å.

Summary:
HOMO energy (eV): -4.2
ΔE to the lowest compared entry with this formula, charge and spin (eV): 0.403
Orbital gap (eV): 7.85
Net charge: -1
Energy (eV): -14343.5787
Maximum force (eV/A): 2.282
E_LUMO (eV): 3.67
Multiplicity: 1

Löwdin atomic charges, in units of e: I -0.274; O -0.116; H -0.007; H -0.209; O -0.105; H 0.020; H -0.100; O -0.122; H -0.109; H 0.022